# 1
Entry from the OMol25 dataset: a structure of composition C52H51BiBrF3N4O4 at a distorted geometry (ωB97M-V with the def2-TZVPD basis set).

The calculation puts the total energy at -5620.3253 hartree. Its charge is 0. For the HOMO energy, the calculation gives -0.253 Ha. The calculation puts the molar mass at 1141.88 g/mol. The relative energy (zero: lowest compared OMol25 entry of this formula, charge and spin) is 0.000 eV.

The geometry in XYZ format:
```
116
C52H51BiBrF3N4O4 ωB97M-V with the def2-TZVPD basis set
Bi -0.25825 0.24350 -1.34765
C 1.85009 2.14043 3.19781
C 0.55443 2.07204 2.24061
C -0.13678 3.43985 2.14264
C -0.38310 0.97208 2.80452
C -1.08407 1.18756 3.96374
C -1.70873 0.12769 4.64496
C -1.79775 -1.07779 3.94590
C -1.11295 -1.35873 2.70682
C -1.15821 -2.68723 2.06632
C -0.46140 -3.79539 2.82780
C -2.61263 -2.99228 1.70537
C -0.40636 -0.26980 2.16379
N 0.36820 -0.42710 0.96717
C 1.63212 -0.81938 1.00807
C 2.36393 -0.90473 -0.14533
N 1.84231 -0.60844 -1.34274
C 2.81225 -0.54331 -2.43217
C 2.94289 -1.57313 -3.38499
C 4.15930 -1.45780 -4.15967
C 4.90827 -0.28547 -4.14507
C 4.59347 0.77158 -3.31869
C 3.54985 0.67814 -2.38305
C 3.29829 1.79758 -1.40011
C 4.30832 1.86749 -0.17336
C 3.30185 3.22673 -2.02017
C 2.03975 -2.76105 -3.48172
C 1.93437 -3.50958 -2.20291
C 0.68723 -2.53607 -4.09630
C 3.65894 -1.48802 0.25680
C 4.71507 -1.92367 -0.44075
C 5.72655 -2.63047 0.27294
C 5.75706 -2.74849 1.58807
C 4.68762 -2.19990 2.34967
C 4.44206 -2.38741 3.78616
C 3.23400 -1.94213 4.30922
C 2.22027 -1.32296 3.48791
C 2.37349 -1.21667 2.14876
C 3.63183 -1.63690 1.63742
H 2.44491 2.98785 2.84869
H 2.31070 1.20675 3.12596
H 1.57252 2.32379 4.30964
H 0.94854 1.76105 1.29285
H -0.40228 3.74572 3.16614
H -1.01010 3.30313 1.49283
H 0.46728 4.25331 1.78937
H -0.91109 2.11428 4.51281
H -2.20062 0.24234 5.60598
H -2.42080 -1.89270 4.33671
H -0.64720 -2.60901 1.08364
H -1.01726 -4.22415 3.69408
H 0.43530 -3.33684 3.30885
H -0.06585 -4.56433 2.22246
H -3.12638 -2.88185 2.70933
H -2.77492 -3.88878 1.11956
H -3.03668 -2.27327 1.00200
H 4.44295 -2.25561 -4.85431
H 5.77101 -0.11997 -4.78046
H 5.18931 1.69329 -3.50788
H 2.34184 1.53632 -0.91872
H 5.31544 1.95587 -0.59734
H 4.23798 1.08704 0.49320
H 4.10889 2.76853 0.34997
H 4.26897 3.34629 -2.49034
H 3.06323 3.90726 -1.17447
H 2.60857 3.42657 -2.78178
H 2.53029 -3.44257 -4.15075
H 1.10068 -3.04628 -1.64974
H 2.76936 -3.51299 -1.54651
H 1.67037 -4.55394 -2.34288
H 0.15192 -1.72791 -3.57953
H 0.08861 -3.44976 -4.03877
H 0.65859 -2.34625 -5.16415
H 4.77653 -1.80767 -1.49738
H 6.52469 -3.16429 -0.26456
H 6.53364 -3.35827 2.06466
H 5.14370 -2.92207 4.50035
H 2.93127 -2.03992 5.37981
H 1.24489 -1.09863 3.94586
C -3.04526 -2.88717 -2.76625
O -3.09799 -1.84677 -1.78992
C -3.76225 -0.71207 -2.09761
C -4.58933 -0.43555 -3.22371
C -5.32375 0.74732 -3.27968
Br -6.54653 0.97293 -4.65125
C -5.26231 1.69162 -2.25270
C -4.53713 1.38500 -1.09150
C -3.79066 0.17576 -0.97250
O -3.15749 -0.20795 0.12401
C -4.59830 2.18834 0.11309
N -4.10264 1.91875 1.31303
C -4.50865 2.88315 2.15696
C -4.53614 2.96746 3.58291
C -5.20745 4.01760 4.18540
C -5.81755 4.97777 3.39593
C -5.84503 4.98411 2.03395
C -5.20403 3.89036 1.44655
N -5.19805 3.42834 0.10086
H -4.00666 -3.29489 -3.01484
H -2.51679 -3.72700 -2.20453
H -2.51628 -2.57176 -3.67904
H -4.69944 -1.15866 -4.02993
H -5.92091 2.48985 -2.29777
H -3.28887 0.40524 0.90374
H -4.14312 2.13597 4.18595
H -5.15861 4.08372 5.27097
H -6.33672 5.81196 3.89350
H -6.39283 5.77615 1.53643
H -5.43184 4.02335 -0.67725
F -1.36916 2.28900 -6.01502
C -0.93656 1.05711 -5.61172
F 0.30497 0.88414 -6.16918
F -1.74223 0.10109 -6.09697
C -0.76731 1.05084 -4.06582
O -1.69375 1.51718 -3.39796
O 0.23420 0.42458 -3.62111
```

***

# 2
Entry from the OMol25 dataset: the ion C6H8N with charge +1 at a distorted geometry (ωB97M-V with the def2-TZVPD basis set).

The calculation puts the total energy at -287.7021 hartree. Its charge is +1. For the HOMO energy (spin up / spin down), the calculation gives -0.500 / -0.500 Ha. The calculation puts the molar mass at 94.14 g/mol. The relative energy (zero: lowest compared OMol25 entry of this formula, charge and spin) is 6.917 eV.

The geometry in XYZ format:
```
15
C6H8N ωB97M-V with the def2-TZVPD basis set
C 2.68604 -0.45424 -0.35326
C 1.43183 0.09738 -0.25613
C -3.07059 -0.12095 -0.60893
C 2.57158 0.63260 0.61184
C -0.96408 0.15169 0.51375
C 0.08744 -0.03339 -0.41470
N -2.15414 0.57002 -0.05645
H 3.03924 -1.29250 -0.84096
H -4.01492 0.39655 -0.95717
H -3.09938 -1.21077 -0.60706
H 2.53821 0.50194 1.67332
H 3.02566 1.46672 0.16523
H -1.01272 -0.94230 0.88045
H -0.79489 0.66630 1.53381
H -0.26927 -0.42906 -1.28373
```